1.
{"formula": "C58H42Br2NO2P2SSn", "method": "wB97M-V/def2-TZVPD", "charge": 3, "homo_lumo_gap_ev": [4.790, 4.318], "spin_multiplicity": 1, "symbols": ["Sn", "O", "S", "C", "C", "C", "C", "C", "C", "C", "C", "C", "C", "P", "C", "C", "C", "C", "C", "C", "C", "C", "C", "C", "C", "C", "C", "C", "C", "C", "C", "C", "C", "C", "C", "C", "C", "C", "P", "C", "C", "C", "C", "C", "C", "C", "C", "C", "C", "C", "C", "C", "C", "H", "H", "H", "H", "H", "H", "H", "H", "H", "H", "H", "H", "H", "H", "H", "H", "H", "H", "H", "H", "H", "H", "H", "H", "H", "H", "H", "H", "H", "H", "H", "H", "H", "H", "H", "H", "C", "C", "C", "C", "C", "C", "Br", "C", "C", "Br", "C", "O", "C", "N", "H", "H", "H", "H", "H", "H"], "positions_angstrom": [[1.77905, 0.23763, -0.93553], [0.37078, 1.17116, 0.70954], [-0.88298, -1.01058, 1.47301], [-0.27241, -2.54429, 2.04539], [0.00685, -2.72796, 3.40670], [0.33223, -3.95793, 3.95894], [0.28757, -5.07511, 3.13922], [0.47577, -6.52092, 3.41363], [0.18003, -7.22726, 2.07415], [-0.02609, -6.12622, 1.09389], [-0.25427, -6.12357, -0.26870], [-0.31356, -4.89480, -0.92354], [-0.20839, -3.66668, -0.27014], [0.06911, -2.16271, -1.30123], [1.32795, -2.84121, -2.45665], [2.66162, -2.72606, -2.05856], [3.68251, -3.19696, -2.86556], [3.38042, -3.80684, -4.07238], [2.05874, -3.93148, -4.46891], [1.03336, -3.44503, -3.67388], [-1.46526, -2.04916, -2.26771], [-2.67311, -2.42885, -1.68443], [-3.85758, -2.27069, -2.37931], [-3.85562, -1.69221, -3.64063], [-2.65777, -1.29098, -4.21386], [-1.46361, -1.46799, -3.53565], [-0.13204, -3.64122, 1.14042], [0.03305, -4.89283, 1.76827], [-1.86047, -0.47557, 2.83615], [-2.65486, -1.45848, 3.43634], [-3.54438, -1.20135, 4.46757], [-3.62129, 0.09016, 4.94832], [-4.43819, 0.67226, 6.04357], [-4.06086, 2.16332, 6.07162], [-3.05992, 2.32469, 4.98395], [-2.38008, 3.43659, 4.54184], [-1.51761, 3.27126, 3.46301], [-1.28681, 2.06371, 2.80322], [-0.26911, 2.40385, 1.32068], [1.09140, 3.53376, 1.73331], [0.96813, 4.91929, 1.67004], [2.06662, 5.71583, 1.94434], [3.27915, 5.14088, 2.29152], [3.40028, 3.76076, 2.36421], [2.31126, 2.95831, 2.07739], [-1.39183, 3.18594, 0.13986], [-0.81426, 3.83891, -0.94490], [-1.62076, 4.47271, -1.87352], [-3.00075, 4.45185, -1.72093], [-3.57538, 3.78400, -0.65186], [-2.77428, 3.14640, 0.28057], [-1.94560, 0.88681, 3.25591], [-2.83211, 1.08982, 4.34630], [-0.02701, -1.86587, 4.05544], [0.58783, -4.03917, 5.00301], [-0.17092, -6.86086, 4.22478], [1.49728, -6.72512, 3.74850], [-0.70929, -7.85946, 2.14218], [0.99088, -7.88703, 1.75977], [-0.34466, -7.03985, -0.83227], [-0.43601, -4.89042, -1.99716], [2.89985, -2.31904, -1.07147], [4.71060, -3.10093, -2.55360], [4.17181, -4.18826, -4.70043], [1.82345, -4.41260, -5.40487], [0.00865, -3.53576, -4.00465], [-2.68100, -2.85575, -0.68837], [-4.78370, -2.60105, -1.93470], [-4.78378, -1.54666, -4.17308], [-2.65616, -0.83854, -5.19366], [-0.52873, -1.16790, -3.99161], [-2.59836, -2.46710, 3.05507], [-4.15664, -1.99186, 4.86843], [-4.21540, 0.17390, 6.99094], [-5.50534, 0.51594, 5.86024], [-3.64442, 2.46513, 7.03478], [-4.92589, 2.80984, 5.90719], [-2.51571, 4.40633, 4.99378], [-0.99451, 4.14471, 3.10222], [0.02520, 5.37053, 1.39189], [1.98172, 6.78962, 1.88874], [4.13131, 5.76595, 2.50523], [4.34354, 3.32202, 2.65467], [2.39631, 1.87682, 2.12849], [0.26617, 3.85461, -1.04379], [-1.17789, 4.99922, -2.70596], [-3.62895, 4.96206, -2.43409], [-4.64871, 3.76836, -0.53936], [-3.22886, 2.63002, 1.11596], [5.23076, 1.51449, -1.18999], [4.50586, 1.91917, -2.42603], [5.18115, 2.51084, -3.50410], [4.48061, 2.93056, -4.60646], [3.08532, 2.74953, -4.65197], [2.25052, 3.17846, -5.72384], [3.00973, 3.99290, -7.25166], [0.88360, 2.99726, -5.65654], [0.31554, 2.31955, -4.58552], [-1.54248, 2.04683, -4.50067], [1.08484, 1.79629, -3.52858], [0.55806, 1.09357, -2.59571], [2.49346, 2.09183, -3.55020], [3.20053, 1.70534, -2.47192], [6.27855, 1.79762, -1.24006], [5.16598, 0.43010, -1.06149], [4.77406, 1.99503, -0.32051], [6.25128, 2.62908, -3.45515], [4.98847, 3.40535, -5.43256], [0.24686, 3.36939, -6.44424]]}

=====

2.
{"formula": "C4H4LiO2Rb", "method": "wB97M-V/def2-TZVPD", "charge": 1, "s_squared": 0.750, "e_above_lowest_kcal_mol": 40.73, "homo_lumo_gap_ev": [4.212, 4.211], "spin_multiplicity": 2, "symbols": ["H", "C", "C", "C", "C", "O", "O", "Rb", "Li", "H", "H", "H"], "positions_angstrom": [[1.09181, -1.76532, 3.89690], [-1.56858, -0.16899, -0.03568], [-0.30562, 0.31712, -0.19479], [0.77903, -0.55457, -0.65178], [1.94892, -0.18115, -1.10338], [3.00876, 0.15471, -1.51921], [-2.60634, 0.49411, 0.34687], [-5.91885, 2.62458, 1.45086], [4.79903, 0.56675, -1.09233], [-1.73141, -1.23266, -0.30437], [-0.09454, 1.37520, -0.01930], [0.59780, -1.62978, -0.77379]]}

=====

3.
{"formula": "C5H7NO", "method": "wB97M-V/def2-TZVPD", "e_above_lowest_kcal_mol": 95.44, "homo_lumo_gap_ev": 10.153, "spin_multiplicity": 1, "symbols": ["O", "C", "C", "C", "C", "C", "N", "H", "H", "H", "H", "H", "H", "H"], "positions_angstrom": [[-1.99997, 0.45990, -0.11844], [-0.87829, 0.15610, 0.65252], [-0.06866, -1.13395, 0.48069], [0.90708, -0.91135, -0.60577], [0.65412, 0.47479, -1.18989], [0.41160, 0.86272, 0.27030], [1.12472, -0.34436, 0.83167], [-2.78317, 0.18662, 0.36840], [-1.04753, 0.28933, 1.72955], [-0.28444, -2.11522, 0.89202], [1.90960, -1.26976, -0.46875], [-0.20407, 0.63972, -1.85455], [1.56084, 0.86969, -1.64681], [0.69817, 1.83577, 0.65908]]}

=====

4.
{"formula": "C4H13NS", "method": "wB97M-V/def2-TZVPD", "e_above_lowest_kcal_mol": 27.06, "homo_lumo_gap_ev": 9.823, "spin_multiplicity": 1, "smiles": "CCN.CCS", "symbols": ["C", "C", "N", "H", "H", "H", "H", "H", "H", "H", "C", "C", "S", "H", "H", "H", "H", "H", "H"], "positions_angstrom": [[1.16429, 0.89874, 2.61372], [0.96457, 1.29192, 1.19594], [1.86644, 0.49233, 0.33158], [0.47535, 1.52485, 3.22945], [2.22136, 1.02796, 2.91082], [0.78110, -0.05400, 2.85425], [1.09297, 2.35562, 0.96250], [-0.09053, 1.14646, 0.83706], [1.43371, 0.17199, -0.54830], [2.82852, 0.95210, 0.37645], [-1.97961, -1.41552, -2.47880], [-1.44733, -0.61088, -1.38641], [-0.64518, -1.58373, -0.03986], [-1.25742, -2.20285, -2.85345], [-2.87362, -2.15181, -2.19820], [-2.27137, -0.72883, -3.32911], [-0.68153, 0.09082, -1.67248], [-2.21698, -0.03477, -0.88450], [0.63523, -1.17040, 0.07934]]}

=====

5.
{"formula": "C20H30N2O4RuS7Si", "method": "wB97M-V/def2-TZVPD", "e_above_lowest_kcal_mol": 0.00, "homo_lumo_gap_ev": 6.063, "spin_multiplicity": 1, "symbols": ["Ru", "S", "C", "S", "C", "C", "N", "C", "N", "C", "S", "C", "C", "S", "S", "C", "S", "S", "H", "H", "H", "C", "C", "C", "C", "O", "Si", "O", "O", "C", "C", "C", "C", "O", "C", "C", "C", "C", "H", "H", "H", "H", "H", "H", "H", "H", "H", "H", "H", "H", "H", "H", "H", "H", "H", "H", "H", "H", "H", "H", "H", "H", "H", "H", "H"], "positions_angstrom": [[-0.87600, -1.05106, -0.58637], [-2.49560, 0.56434, -0.59653], [-3.52977, -0.56742, 0.18186], [-2.53246, -2.01447, 0.40774], [-4.83222, -0.44727, 0.55875], [-5.53619, 0.75915, 0.29526], [-6.07539, 1.74139, 0.03864], [-5.51402, -1.53617, 1.16807], [-6.04418, -2.42631, 1.66495], [-5.80925, -1.45121, -2.86965], [-4.09776, -2.01778, -2.91526], [-3.31052, -0.65184, -3.66089], [-1.97699, -0.42420, -3.57011], [-0.83780, -1.44925, -2.72483], [-1.36022, 1.01569, -4.33951], [-2.88302, 1.61901, -4.91339], [-3.05038, 2.96324, -5.81690], [-4.21108, 0.54329, -4.55027], [-6.33698, -2.19862, -2.28080], [-6.24910, -1.41236, -3.86383], [-5.89169, -0.48378, -2.37808], [1.39922, 1.21452, 4.75830], [0.69364, 0.73856, 3.49856], [-0.48819, 1.64034, 3.16614], [0.24983, -0.71094, 3.64825], [1.66727, 0.85367, 2.44319], [1.75676, 0.12304, 1.01231], [0.22969, 0.07868, 0.36690], [2.71525, 0.93524, -0.00576], [2.52184, 2.16103, -0.73186], [1.60912, 1.89751, -1.92307], [1.92018, 3.21459, 0.18829], [3.90898, 2.57458, -1.20406], [2.37216, -1.37902, 1.21603], [2.78271, -2.32215, 0.20718], [1.75685, -2.28083, -0.91953], [4.16890, -1.95967, -0.31150], [2.79559, -3.68386, 0.88376], [0.71535, 1.20299, 5.60645], [1.76518, 2.23057, 4.61832], [2.24700, 0.56983, 4.98354], [-1.23268, 1.59669, 3.96191], [-0.95889, 1.33402, 2.23124], [-0.15505, 2.67315, 3.06419], [-0.41288, -0.81390, 4.50773], [1.11246, -1.36050, 3.79133], [-0.29616, -1.04531, 2.76495], [0.59372, 1.67052, -1.59846], [1.98960, 1.06044, -2.51361], [1.57016, 2.77637, -2.56715], [0.93755, 2.90187, 0.54274], [1.80445, 4.15787, -0.34583], [2.56174, 3.37604, 1.05338], [4.32392, 1.81727, -1.86904], [4.57576, 2.68909, -0.35096], [3.86412, 3.52090, -1.74288], [1.68709, -1.27202, -1.33371], [0.78743, -2.60633, -0.47719], [1.96527, -2.96745, -1.74027], [4.16219, -0.98009, -0.78268], [4.50789, -2.70301, -1.03447], [4.87432, -1.93729, 0.51825], [1.80555, -3.92854, 1.26845], [3.49372, -3.67287, 1.71895], [3.10200, -4.45997, 0.18285]]}

=====

6.
{"formula": "C16H25N3O3S", "method": "wB97M-V/def2-TZVPD", "e_above_lowest_kcal_mol": 449.99, "homo_lumo_gap_ev": 7.904, "spin_multiplicity": 1, "symbols": ["C", "C", "O", "C", "C", "C", "N", "C", "N", "C", "H", "C", "H", "C", "N", "C", "O", "C", "C", "C", "C", "O", "H", "H", "H", "H", "C", "H", "C", "H", "H", "H", "H", "H", "H", "S", "H", "H", "H", "H", "H", "H", "H", "H", "H", "H", "H", "H"], "positions_angstrom": [[0.73581, 5.93596, -6.42762], [0.88245, 4.43586, -5.75244], [-0.20265, 4.10803, -4.98184], [-0.39258, 4.69172, -3.83233], [0.36376, 3.78907, -2.93471], [-0.31253, 2.57393, -2.71963], [0.32978, 1.78204, -1.82528], [0.50253, 1.72479, -0.47019], [1.34955, 1.02891, 0.28303], [1.07660, 0.96287, 1.77522], [0.80578, 2.11971, 2.18903], [0.33419, -0.04363, 2.18212], [0.06748, -0.26872, 3.16507], [0.76813, -1.41866, 1.83025], [-0.04941, -2.60219, 2.02456], [0.18763, -3.57237, 2.70426], [1.31279, -3.93784, 2.96138], [-0.85777, -4.61021, 2.96167], [-0.58146, -5.94081, 3.69796], [-2.05691, -6.30373, 3.65726], [-2.70547, -5.46915, 2.91169], [-2.09354, -4.19858, 2.66822], [-3.79638, -5.35321, 2.86079], [-2.41487, -7.19224, 4.05969], [0.49332, -6.36172, 3.98417], [-1.10051, -2.52135, 1.92334], [0.85507, -1.49339, 0.11626], [1.56149, -2.30270, 0.00392], [1.76532, -0.11349, -0.14274], [1.96433, -0.19869, -1.16595], [2.93950, -0.29727, 0.44057], [0.09551, -1.33534, -0.37407], [1.70159, -1.66985, 2.29827], [-0.86926, -0.00344, 1.70065], [2.05452, 0.89502, 2.16410], [-0.68435, 2.78039, 0.44106], [1.54448, 1.26885, -2.18621], [-0.43401, 2.20767, -3.50699], [-1.22594, 2.65033, -2.24347], [1.44109, 4.08084, -2.97417], [0.09311, 4.44238, -1.73576], [-1.58169, 4.99617, -3.54433], [-0.08339, 5.87261, -3.89574], [1.67975, 4.50683, -5.29965], [1.10690, 3.86875, -6.67224], [-0.12214, 5.82651, -7.08066], [1.57981, 6.02202, -7.10304], [0.59971, 6.57471, -5.74443]]}

=====

no.,M (g mol⁻¹),calculated total energy (eV)
1,1157.513,-241721.580
2,176.483,-9157.523
3,97.117,-8832.064
4,107.222,-16682.917
5,716.095,-118708.561
6,339.461,-38428.507